No. 1
Density functional theory data (ωB97M-V/def2-TZVPD) for a molecular structure, C44H50ClN5OS6Ti.

```
108
Properties=species:S:1:pos:R:3:forces:R:3:mulliken_charge:R:1
Ti -0.7622 -1.1320 1.2929 1.5002 -0.3349 1.6926 -1.10
C 2.5420 0.3226 3.1411 -0.2801 -0.0805 -0.1060 -0.79
C 2.7709 -1.1583 2.9052 -0.1012 0.0812 0.0179 -0.88
S 1.8088 -1.7762 1.4760 -0.3151 -0.3416 0.0470 0.48
C 1.8720 -3.5690 1.8385 0.0633 0.0674 -0.1262 -1.11
C 0.8254 -4.3465 1.0677 -0.0689 0.2399 0.0054 -0.91
S -0.8873 -3.7554 1.2703 -0.0887 0.0169 0.0292 0.11
C -1.4195 -4.3175 2.9267 0.0685 0.2097 -0.0882 -0.84
C -0.9086 -3.5104 4.1029 -0.1224 0.1059 -0.0152 -0.87
S -1.1419 -1.7098 3.8726 0.0028 -0.3877 -0.1186 0.29
C -0.0026 -1.1366 5.1857 0.0321 0.0210 -0.1423 -0.67
C 0.3611 0.3257 5.0116 -0.0660 -0.0626 -0.3060 -1.20
S 0.7932 0.7821 3.3081 0.0573 -0.0434 0.0318 0.45
H 2.9140 0.9201 2.3076 0.0756 0.0367 -0.0131 0.09
H 3.0675 0.6395 4.0426 0.0430 0.0431 -0.0238 0.72
H 2.4938 -1.7547 3.7722 0.0174 -0.0223 -0.0170 0.41
H 3.8190 -1.3483 2.6701 0.0114 -0.0361 -0.0273 0.56
H 1.7585 -3.6891 2.9131 0.0225 0.0067 0.0218 0.33
H 2.8664 -3.9180 1.5550 0.0096 -0.0140 0.0241 0.65
H 0.8452 -5.3957 1.3638 -0.0292 -0.0396 -0.0621 0.67
H 0.9990 -4.3006 -0.0078 -0.0003 -0.0611 -0.0171 0.45
H -1.1180 -5.3610 3.0230 -0.0516 -0.0379 -0.0144 0.61
H -2.5082 -4.2873 2.8843 -0.0102 -0.0764 -0.0098 0.29
H 0.1471 -3.6881 4.2940 0.0162 0.0136 0.0184 0.39
H -1.4702 -3.7894 4.9957 0.0384 -0.0305 0.0303 0.67
H 0.8721 -1.7838 5.1772 0.0025 -0.0015 0.0103 0.39
H -0.5342 -1.2811 6.1270 0.0028 -0.0536 0.0065 0.61
H 1.1937 0.5899 5.6638 -0.0259 0.0418 0.0419 0.51
H -0.4798 0.9739 5.2580 0.0136 0.0096 0.0501 0.46
S -7.7222 -2.7606 1.8311 0.3877 0.0375 -0.0326 -0.14
C -8.0753 -4.3986 1.6339 0.0384 -0.1660 -0.0204 -0.29
C -6.9582 -5.1573 1.3839 -0.2054 -0.0912 0.0145 -0.68
C -5.7929 -4.3862 1.3528 0.2286 0.2459 0.0255 -0.30
C -6.0194 -3.0379 1.5826 -0.5665 -0.2325 0.0340 0.28
C -5.0786 -1.9530 1.5974 0.1391 0.2858 -0.0027 0.50
C -3.7128 -2.1645 1.3398 -0.2436 -0.1465 0.0439 -1.07
N -2.7972 -1.1859 1.3128 -0.0945 0.0754 -0.2254 1.31
C -3.2077 0.1119 1.4841 -0.3563 -0.0510 0.0786 -0.09
C -4.5483 0.4243 1.7718 0.2679 -0.0564 0.0301 0.47
C -4.9160 1.8061 1.9287 -0.0594 0.0574 0.0019 -1.26
C -4.0157 2.7935 1.7432 -0.1152 0.0706 0.0260 -1.23
C -2.6530 2.4988 1.3951 0.0545 -0.2524 0.0648 0.16
C -1.6964 3.4745 1.1324 0.1921 -0.0825 -0.1281 -0.80
C -0.3907 3.1335 0.7401 -0.1888 -0.0109 0.0447 0.66
C -0.1117 1.7589 0.6258 0.0327 -0.0555 -0.1051 -1.53
N -0.9968 0.8047 0.9242 -0.5208 1.0508 -0.5373 1.82
C -2.2625 1.1502 1.2916 -0.0484 0.3140 0.0136 -0.15
C 0.6266 4.1210 0.5001 0.1523 0.4373 0.0512 0.15
C 1.9502 3.9298 0.1395 -0.1769 -0.1997 0.0098 -0.13
C 2.6790 5.1224 0.0630 0.0896 0.1428 -0.0182 -1.01
C 1.9132 6.2197 0.3673 0.0626 -0.0204 -0.0506 -0.34
S 0.3152 5.8156 0.7428 -0.0058 -0.2753 -0.0486 -0.17
C -5.4627 -0.6219 1.8520 0.1121 -0.2156 -0.0390 -0.74
H -9.0955 -4.7468 1.7086 0.0149 0.0470 0.0024 0.49
H -6.9949 -6.2252 1.2272 0.0153 0.0246 0.0013 0.43
H -4.8178 -4.8159 1.1588 -0.0239 -0.0081 -0.0200 0.43
H -3.3680 -3.1645 1.1189 0.0338 0.0276 -0.0057 0.90
H -5.9452 2.0345 2.1763 0.0151 0.0268 -0.0233 0.56
H -4.3130 3.8313 1.8314 0.0106 -0.0218 0.0192 0.56
H -1.9779 4.5180 1.2143 -0.0084 -0.0013 0.0214 0.61
H 0.8701 1.4269 0.3069 0.0189 -0.0122 0.0014 1.09
H 2.3902 2.9652 -0.0788 0.0483 0.0025 0.0348 0.40
H 3.7248 5.1871 -0.2000 -0.0224 -0.0254 -0.0082 0.51
H 2.2263 7.2538 0.3780 -0.0348 -0.0182 0.0196 0.49
H -6.4972 -0.3971 2.0845 -0.0060 0.0229 -0.0092 0.56
C -0.2833 2.0021 -3.5823 0.1529 0.0658 0.0045 -1.78
C 0.4782 1.4767 -4.8117 -0.0120 -0.1769 -0.1797 2.19
C 1.2692 2.6501 -5.4110 -0.0225 -0.0688 0.0163 -1.66
C -0.5777 1.0283 -5.8411 0.0764 0.0486 0.1193 -2.04
C 1.4745 0.2950 -4.5304 -0.1021 0.3696 0.5027 1.94
O 2.0095 -0.2161 -5.7387 -0.0869 -0.1777 -0.0463 -0.68
C 2.7084 0.6564 -3.6605 -0.2972 -0.1274 0.0062 -1.86
C 2.5874 1.4795 -2.3698 0.2995 -0.1117 -0.2194 1.29
C 3.9363 1.5492 -1.6962 -0.0565 0.0833 0.0976 -1.24
C 4.2514 0.7597 -0.5969 -0.0113 0.0915 -0.0449 0.75
C 5.5100 0.8026 -0.0137 0.0707 -0.0421 0.1102 -1.05
C 6.4808 1.6486 -0.5307 -0.2345 -0.0085 -0.1066 0.20
Cl 8.0423 1.6943 0.1734 0.1000 0.0095 0.0714 -0.17
C 6.1814 2.4533 -1.6250 0.1050 0.0162 0.0274 -1.04
C 4.9224 2.3980 -2.1960 -0.1065 0.0271 -0.0012 -0.23
C 0.7976 -1.0404 -4.0791 0.3836 0.0402 -0.6529 -2.91
N 0.0986 -1.1581 -2.7988 0.0659 0.0577 0.5682 1.15
C 0.5617 -1.3067 -1.5686 -0.2239 0.0992 -0.3524 -0.46
N -0.4886 -1.3697 -0.7133 0.1981 -0.1618 -0.1401 0.99
C -1.5883 -1.2681 -1.5499 0.0259 -0.1528 -0.1569 -1.06
N -1.2504 -1.1591 -2.7913 -0.1681 0.1761 -0.1260 -0.80
H -0.9729 2.7742 -3.9287 0.0015 -0.0113 0.0223 0.66
H 0.3621 2.4622 -2.8328 -0.1313 -0.0145 -0.0630 0.18
H -0.8967 1.2390 -3.1075 -0.0640 -0.1158 0.0489 0.28
H 0.6011 3.5014 -5.5424 0.0210 -0.0013 -0.0429 0.49
H 1.6664 2.4135 -6.4003 0.0222 0.0435 0.0036 0.53
H 2.0947 2.9738 -4.7745 -0.0227 0.0276 -0.0336 0.20
H -1.0634 1.9074 -6.2658 -0.0348 -0.0269 0.0234 0.51
H -1.3570 0.4150 -5.3824 0.0080 -0.0139 -0.0170 0.40
H -0.1304 0.4688 -6.6598 -0.0140 0.0044 -0.0412 0.39
H 2.3404 0.4923 -6.3012 0.0269 0.0844 0.0154 0.62
H 3.3880 1.1952 -4.3215 0.0804 -0.0485 0.0171 0.61
H 3.2121 -0.2877 -3.4288 0.1033 0.0190 -0.0466 0.37
H 1.8490 1.0381 -1.6912 -0.0649 0.0512 0.0836 -0.73
H 2.2580 2.4913 -2.6053 -0.0227 -0.0364 0.0684 0.61
H 3.5002 0.0836 -0.1948 -0.0571 -0.1014 0.0193 0.43
H 5.7609 0.1780 0.8339 0.0107 -0.0267 0.0057 0.45
H 6.9387 3.1155 -2.0233 -0.0029 -0.0171 -0.0043 0.49
H 4.7031 3.0318 -3.0490 0.0209 -0.0137 0.0085 0.51
H 1.5855 -1.7922 -4.1093 -0.0498 -0.0627 0.0978 0.55
H 0.0642 -1.2909 -4.8396 -0.0728 -0.1161 0.0917 0.44
H 1.6054 -1.3924 -1.3128 0.0193 0.1148 -0.0168 0.58
H -2.6158 -1.3048 -1.2322 0.0113 0.0088 0.0587 0.72
```
Positions in Å, forces in eV/Å.

Output
- net charge = +4
- Kohn-Sham gap (eV) = 3.27
- ΔE to the lowest compared entry with this formula, charge and spin (kcal per mole) = 16.7
- electronic energy (a.u.) = -5753.1771

No. 2
Density functional theory data (ωB97M-V/def2-TZVPD) for a molecular structure, C44H50GeN2O7S3Ti.

```
108
Properties=species:S:1:pos:R:3:forces:R:3:mulliken_charge:R:1
Ti 0.4449 0.2079 0.5944 -1.1840 -0.2631 -0.4015 -1.59
O 1.7621 -2.4061 2.7766 0.1658 -0.0462 0.0127 -0.83
C 1.3166 -1.7608 1.6220 0.0641 0.1431 -0.1787 1.00
O 0.0227 -1.2919 1.7587 0.0365 0.1744 -0.1439 -0.72
C 1.3191 -2.6524 0.3707 0.0649 -0.0916 0.1624 -1.41
O 0.9724 -1.7403 -0.6837 0.1234 0.1016 -0.0424 0.95
C 2.0361 -1.3677 -1.5517 -0.0945 -0.0137 -0.0111 -0.31
C 2.0330 0.1298 -1.8505 0.2723 -0.0459 0.1910 0.78
O 2.6501 0.5425 -2.8163 0.4436 -0.2984 0.3695 -0.81
O 1.3922 0.8845 -1.0076 0.0956 -0.0841 0.0808 -1.04
H 2.6723 -2.0952 2.9059 -0.0488 0.0047 0.0342 0.24
H 0.5503 -3.4224 0.4251 -0.0041 -0.0086 -0.0272 0.26
H 2.3002 -3.0993 0.2034 -0.0052 0.0041 -0.0636 0.32
H 1.9525 -1.9102 -2.4937 0.0065 -0.0228 -0.0041 0.26
H 3.0027 -1.5872 -1.0932 0.0333 0.0080 0.0120 0.23
O 0.7674 1.7529 1.9587 0.1759 -0.0833 -0.0763 0.03
S 0.2933 2.6552 3.0712 -0.0808 -0.0289 0.0521 0.05
C 1.5082 2.4463 4.4223 -0.0061 -0.0416 0.0335 -1.14
C 2.4900 1.2845 4.2747 0.0036 0.0164 -0.0231 -0.27
C 3.5827 1.5456 3.2352 0.0452 -0.0974 -0.0525 0.59
C 4.9101 0.8525 3.5468 -0.0316 0.0610 0.0651 -1.26
S 5.0411 -0.9366 3.2592 -0.1326 -0.0552 0.0136 -0.20
O 2.0784 -0.6529 1.2931 0.0641 0.0980 0.0746 0.38
C 5.6863 -1.0343 1.6082 0.0074 0.0244 -0.0297 0.66
C 6.7430 -1.9135 1.3906 0.0102 -0.0126 -0.0148 -0.42
C 7.2738 -2.0655 0.1175 0.0011 -0.0035 0.0377 -0.58
C 6.7717 -1.3213 -0.9391 0.0047 0.0151 -0.0517 -0.51
C 5.7238 -0.4358 -0.7239 -0.0498 -0.0634 0.0284 -0.87
C 5.1666 -0.3051 0.5408 -0.0039 0.0095 0.0506 -0.03
C -1.1239 1.8873 3.8184 0.0092 0.0087 0.0363 0.75
C -1.2465 0.5065 3.8824 0.0484 -0.0215 0.0561 -0.07
C -2.3691 -0.0206 4.5044 -0.0008 -0.0177 0.0161 -0.62
C -3.3338 0.8151 5.0518 -0.0024 0.0178 -0.0052 -0.56
C -3.1930 2.1948 4.9789 0.0138 -0.0230 -0.0054 -0.71
C -2.0820 2.7390 4.3524 -0.0373 0.0226 -0.0484 -0.54
H 0.9081 2.3529 5.3269 -0.0301 0.0213 0.0051 0.51
H 2.0462 3.3948 4.4681 0.0069 -0.0032 -0.0232 0.60
H 1.9739 0.3434 4.0661 -0.0187 0.0449 -0.0508 -0.12
H 2.9462 1.1800 5.2648 0.0098 -0.0343 -0.0039 0.70
H 3.7958 2.6206 3.1960 -0.0271 0.0107 0.0333 0.54
H 3.2085 1.2491 2.2576 0.0529 0.0075 -0.0266 -0.84
H 5.1355 0.9617 4.6109 0.0203 0.0449 0.0015 0.54
H 5.7293 1.3259 3.0059 -0.0125 -0.0489 -0.0747 0.47
H 7.1516 -2.4711 2.2242 -0.0049 0.0064 -0.0041 0.40
H 8.0918 -2.7569 -0.0414 -0.0061 0.0045 -0.0052 0.37
H 7.1912 -1.4343 -1.9308 -0.0048 0.0063 0.0071 0.40
H 5.3062 0.1283 -1.5484 -0.0108 0.0235 -0.0188 0.48
H 4.3068 0.3317 0.6879 -0.0173 0.0037 -0.0018 0.15
H -0.5070 -0.1545 3.4385 -0.0536 0.0296 -0.0164 0.07
H -2.4836 -1.0953 4.5595 0.0191 0.0047 -0.0083 0.54
H -4.2051 0.3885 5.5318 -0.0006 0.0039 -0.0030 0.42
H -3.9509 2.8452 5.3946 0.0008 -0.0036 0.0010 0.41
H -1.9687 3.8135 4.2660 0.0033 -0.0107 0.0013 0.43
C 0.6675 1.7566 -4.1852 -0.3856 0.2434 -0.1265 -0.62
C -0.7697 2.2058 -3.9622 0.1174 -0.0489 -0.0965 -0.96
N -1.2336 1.8861 -2.6123 -0.3085 0.3058 0.1070 0.39
C -1.0916 2.4994 -1.4690 0.4385 -0.0794 -0.3608 1.06
S -1.6667 1.5821 -0.0137 0.1636 -0.2511 0.0822 -0.61
N -0.5271 3.6728 -1.2323 -0.2729 0.0005 -0.0208 0.00
C -0.0846 4.7134 -2.1579 0.0554 -0.0129 0.0101 -0.15
C 0.6804 5.7717 -1.3857 -0.0276 0.0269 0.0054 -1.57
H 0.9897 2.0114 -5.1961 -0.0258 0.0046 -0.0235 0.50
H 0.7628 0.6791 -4.0549 -0.0388 0.1751 -0.0953 0.07
H 1.3492 2.2174 -3.4696 -0.1141 -0.0558 -0.1188 0.12
H -1.4535 1.6874 -4.6357 -0.0056 0.0015 -0.0014 0.35
H -0.8975 3.2686 -4.1499 -0.0294 0.0447 0.0076 0.53
H -1.6868 0.9799 -2.4974 0.0770 -0.0285 0.0465 -1.22
H -0.4299 3.8716 -0.2461 0.0243 0.0640 -0.0149 0.21
H -0.9508 5.1540 -2.6565 0.0003 0.0022 -0.0056 0.31
H 0.5595 4.2746 -2.9182 0.0300 -0.0327 0.0159 0.22
H 0.0421 6.2555 -0.6437 0.0010 -0.0134 0.0044 0.37
H 1.0439 6.5412 -2.0648 0.0018 -0.0037 0.0041 0.42
H 1.5388 5.3314 -0.8769 0.0047 -0.0066 -0.0159 0.34
C -1.3159 -0.0476 -0.3382 0.5138 0.3108 0.7761 2.51
Ge -2.4638 -1.3504 -1.0923 -0.1772 -0.1091 -0.1274 2.14
C -3.8067 -0.3500 -2.1421 -0.0074 -0.0650 -0.0567 -0.16
C -3.9040 -0.4323 -3.5316 -0.0004 0.0163 -0.0099 0.04
C -4.7960 0.3679 -4.2397 0.0108 -0.0119 0.0149 -0.81
C -5.6098 1.2654 -3.5650 -0.0002 -0.0120 0.0154 -0.46
C -5.5367 1.3510 -2.1797 0.0037 -0.0052 -0.0127 -0.85
C -4.6448 0.5511 -1.4802 -0.0021 0.0226 0.0053 -0.45
C -1.4743 -2.4741 -2.3575 0.0400 0.0184 0.0351 0.19
C -1.3600 -3.8555 -2.2307 -0.0156 -0.0109 0.0192 -0.49
C -0.5908 -4.5956 -3.1217 0.0013 0.0085 -0.0199 -0.85
C 0.0743 -3.9642 -4.1628 -0.0090 0.0036 0.0143 -0.62
C -0.0238 -2.5857 -4.3024 -0.0079 0.0045 0.0224 -0.99
C -0.7868 -1.8564 -3.4025 0.0198 -0.0347 -0.0086 0.08
C -3.4213 -2.4470 0.2113 -0.0085 0.0398 0.0198 -0.05
C -4.2006 -3.5385 -0.1723 -0.0626 0.0384 -0.0317 -0.49
C -4.9366 -4.2537 0.7621 0.0080 0.0085 0.0105 -0.77
C -4.9112 -3.8770 2.0985 0.0119 0.0044 -0.0194 -0.64
C -4.1437 -2.7902 2.4926 -0.0018 -0.0164 -0.0021 -0.45
C -3.4002 -2.0842 1.5558 0.1035 -0.0319 0.0176 -0.08
H -3.2800 -1.1334 -4.0757 -0.0167 -0.0057 0.0121 0.43
H -4.8592 0.2811 -5.3178 0.0008 0.0063 0.0007 0.44
H -6.3069 1.8875 -4.1125 0.0052 0.0001 0.0005 0.40
H -6.1780 2.0412 -1.6451 -0.0019 -0.0026 0.0007 0.42
H -4.6001 0.6328 -0.3988 -0.0021 -0.0140 -0.0092 0.41
H -1.8566 -4.3676 -1.4143 -0.0117 0.0131 0.0022 0.46
H -0.5088 -5.6685 -2.9983 0.0032 0.0023 -0.0024 0.42
H 0.6740 -4.5405 -4.8559 -0.0005 0.0017 0.0021 0.40
H 0.5106 -2.0780 -5.0968 -0.0056 -0.0027 -0.0087 0.43
H -0.8158 -0.7754 -3.5019 -0.0263 -0.0228 -0.0256 0.07
H -4.2506 -3.8319 -1.2160 0.0129 0.0079 -0.0015 0.45
H -5.5333 -5.1008 0.4471 -0.0026 0.0015 0.0045 0.40
H -5.4863 -4.4316 2.8294 0.0004 0.0026 0.0012 0.39
H -4.1217 -2.4986 3.5361 -0.0011 -0.0047 -0.0048 0.30
H -2.7679 -1.2583 1.8655 -0.0142 0.0044 0.0033 -0.06
```
Positions in Å, forces in eV/Å.

Output
- net charge = 0
- Kohn-Sham gap (eV) = 7.23
- ΔE to the lowest compared entry with this formula, charge and spin (kcal per mole) = 0.1
- electronic energy (a.u.) = -6463.8759